2 unconnected molecules or ions with the total composition C20H24NO in a non-equilibrium geometry. Source: OMol25; level of theory: wB97M-V/def2-TZVPD.

Structure (XYZ):
```
46
Properties=species:S:1:pos:R:3:mulliken_charge:R:1
C 6.94 -1.34 0.08 -0.311
H -2.51 -3.57 -0.63 0.323
C 5.90 0.17 1.65 -0.371
C 6.89 -0.75 1.35 -0.698
C 1.45 -2.43 2.21 -0.297
H 7.64 -1.01 2.11 0.396
N -0.85 -1.89 1.79 0.116
C 0.63 3.54 -0.61 -0.317
H 2.79 1.05 -1.43 0.312
H 3.34 -3.05 2.88 0.387
C 2.16 3.14 1.22 -0.450
C 2.34 1.83 -0.83 -0.176
H -0.57 -2.26 -0.29 0.252
H -1.77 -0.56 3.07 0.416
H -0.32 -3.65 0.79 0.266
H 0.92 2.33 -2.37 0.425
C -1.87 -0.87 2.02 -0.543
C 2.76 -2.12 2.84 -1.076
H -1.68 0.01 1.37 0.278
H 3.35 -1.38 2.28 0.011
H 2.53 3.38 2.22 0.366
H -3.97 -0.59 1.64 0.322
C -2.38 -3.19 0.40 -0.708
C 2.84 2.11 0.48 1.084
C 3.92 1.48 1.13 -0.312
H 2.62 -1.73 3.85 0.353
C 1.08 3.83 0.69 -0.715
H 4.08 1.82 2.16 0.233
H 6.03 -1.44 -1.88 0.412
C -3.25 -1.42 1.74 -0.641
C 5.99 -0.98 -0.89 -0.904
H 0.37 -0.81 3.07 0.254
H 5.87 0.64 2.63 0.367
C 5.00 -0.04 -0.61 -0.092
H 1.41 -3.36 1.65 0.194
H -0.22 4.09 -1.02 0.428
H 0.59 4.61 1.28 0.416
O -3.30 -2.10 0.49 -0.344
C 4.90 0.55 0.69 1.040
H -2.65 -3.99 1.12 0.351
C 0.35 -1.66 2.37 0.157
H 4.31 0.25 -1.39 0.286
H -3.55 -2.08 2.58 0.339
C 1.27 2.55 -1.36 -0.909
C -0.94 -2.76 0.63 -0.333
H 7.72 -2.07 -0.16 0.416
```

As for the charge: +1. The energy above the lowest of the compared OMol25 structures with the same formula, charge and spin comes out at 36.3 kcal per mole. For the HOMO-LUMO gap, the calculation gives 3.60 eV.